C16H11IrN4O13 as an isolated structure at a distorted geometry. Source: OMol25; level of theory: ωB97M-V with the def2-TZVPD basis set.

Geometry as XYZ:
```
45
Properties=species:S:1:pos:R:3:forces:R:3:lowdin_charge:R:1
Ir -1.076094 0.717128 -0.359615 -0.795 -0.471 -0.192 1.48
O 2.665804 5.408787 0.975248 0.017 0.089 0.105 0.06
C 1.733984 4.534099 0.505056 -0.242 -0.250 -0.153 -0.28
C 1.950949 3.770893 -0.636217 0.096 0.143 0.012 0.06
C 0.976561 2.878048 -1.026529 -0.075 -0.096 -0.176 -0.17
N -0.153820 2.728789 -0.342035 0.195 0.082 0.206 0.01
C -0.388064 3.490612 0.726680 -0.179 -0.042 -0.055 -0.17
C 0.525405 4.419396 1.177866 0.096 0.194 0.058 0.07
C -1.748820 3.272167 1.388517 -0.036 -0.027 0.096 -0.62
O -2.185890 4.169647 2.112964 0.095 -0.063 -0.019 0.00
O -2.307518 2.173646 1.083527 0.047 -0.010 0.023 -0.13
C 1.098578 2.012866 -2.283543 0.038 0.012 0.047 -0.62
O 1.972732 2.313666 -3.100141 -0.012 -0.021 0.079 0.00
O 0.242160 1.080446 -2.357842 0.036 -0.047 0.059 -0.13
H 3.481693 5.272954 0.485120 0.033 -0.005 -0.062 0.10
H 2.853617 3.852611 -1.229992 -0.014 -0.032 -0.018 0.12
H 0.299667 5.024055 2.044575 -0.038 -0.044 0.001 0.13
O 2.891514 -6.092378 2.012600 -0.053 0.030 -0.091 0.01
N 2.927481 -4.900069 2.311348 0.270 -0.396 0.279 -0.37
O 3.719709 -4.464193 3.137486 0.008 0.125 -0.001 0.03
C 2.011924 -3.993516 1.694669 -0.654 0.263 -0.588 -0.19
C 1.128480 -4.477660 0.751224 0.249 -0.229 0.167 0.05
C 0.215642 -3.618536 0.143673 0.299 0.550 0.465 -0.08
C 0.103587 -2.214168 0.514647 -0.212 -0.330 -0.162 -0.26
O -0.864632 -1.523260 0.117021 0.042 -0.117 -0.047 -0.13
C 1.139669 -1.741205 1.424522 0.261 -0.052 0.147 -0.10
C 2.033902 -2.635094 2.027656 0.012 0.172 0.035 0.05
N 1.282031 -0.403104 1.758999 0.023 -0.287 0.012 -0.36
O 2.180525 -0.072445 2.576865 -0.046 0.020 -0.017 -0.06
O 0.542476 0.528001 1.249842 -0.150 0.485 -0.169 -0.18
N -0.643559 -4.196496 -0.835124 -0.238 -0.401 -0.475 -0.36
O -0.656576 -5.432323 -0.935631 -0.007 0.098 0.123 -0.01
O -1.313429 -3.496783 -1.583414 0.093 0.118 0.146 0.04
H 1.142834 -5.519001 0.479641 -0.018 -0.012 -0.023 0.11
H 2.734493 -2.255652 2.750052 0.011 0.039 -0.021 0.10
C -1.946926 -0.604245 -3.225648 0.245 0.028 -0.194 -0.06
O -3.081097 -0.143949 -2.467095 -0.125 -0.418 0.132 -0.11
C -2.865899 0.228291 -1.233952 0.949 0.989 0.264 -0.36
C -4.165809 0.486529 -0.545074 -0.074 0.002 -0.106 -0.08
H -1.421910 0.246362 -3.654304 -0.051 -0.028 0.057 0.07
H -2.344335 -1.256401 -4.000631 -0.071 0.002 0.033 0.09
H -1.267724 -1.155078 -2.577760 -0.074 -0.007 -0.012 0.06
H -4.990450 0.557432 -1.259278 -0.017 -0.022 0.009 0.07
H -4.082182 1.380818 0.070542 0.031 -0.030 0.026 0.05
H -4.350682 -0.351686 0.133489 0.032 -0.003 0.000 0.09
```
Forces are in eV/Å.

## Properties
- Total energy: -52179.204 eV
- 2S+1: 5
- Net charge: -2
- Largest force on an atom: 0.02715 Eh/bohr
- ΔE to the lowest compared entry with this formula, charge and spin: 0.58 kcal per mole
- Lowest unoccupied orbital energy (spin up / spin down): 4.34 / 4.33 eV